Entry 1:
{
  "formula": "C6H10",
  "method": "wB97M-V/def2-TZVPD",
  "species": ["C", "C", "C", "C", "C", "C", "H", "H", "H", "H", "H", "H", "H", "H", "H", "H"],
  "xyz": [[-0.74, -0.81, -0.72], [-1.25, 1.17, 0.46], [0.19, 0.31, -1.14], [-0.11, 1.39, -0.22], [-1.78, -0.21, 0.25], [2.25, -0.45, 0.28], [2.71, -1.43, 0.10], [-1.92, -0.74, 1.20], [-1.77, 1.92, 1.06], [-0.17, -1.63, -0.27], [1.51, -0.53, 1.09], [0.46, 2.32, -0.18], [-2.77, -0.18, -0.24], [1.76, -0.15, -0.68], [2.99, 0.31, 0.52], [-1.19, -1.24, -1.62]],
  "nbo_charge": [-0.562, -0.055, 0.050, -0.373, -0.478, -0.822, 0.215, 0.222, 0.209, 0.253, 0.204, 0.219, 0.229, 0.234, 0.216, 0.239],
  "spin_multiplicity": 1,
  "energy_ev": -6380.088,
  "e_above_lowest_kcal_mol": 87.0,
  "homo_ev": -7.88,
  "orbital_gap_ev": 7.900,
  "max_force_ha_per_bohr": 0.00813
}

Entry 2:
{
  "formula": "C4H5BrN2",
  "method": "wB97M-V/def2-TZVPD",
  "species": ["Br", "N", "N", "C", "C", "C", "C", "H", "H", "H", "H", "H"],
  "xyz": [[3.19, -0.22, 0.08], [-1.60, 0.40, -0.12], [1.28, 0.20, 0.46], [-1.12, -0.82, -0.41], [-0.32, -1.51, 0.34], [-0.81, 1.35, 0.14], [0.72, 1.21, -0.03], [-1.55, -1.03, -1.41], [1.31, 1.79, -0.70], [-1.04, 2.42, 0.34], [-0.18, -1.40, 1.42], [0.11, -2.39, -0.10]],
  "nbo_charge": [0.075, -0.361, -0.388, -0.083, -0.359, 0.079, -0.016, 0.217, 0.199, 0.196, 0.227, 0.213],
  "spin_multiplicity": 1,
  "smiles": "C=C/N=C\\C=N\\Br",
  "energy_ev": -77247.859,
  "e_above_lowest_kcal_mol": 79.6,
  "homo_ev": -8.51,
  "orbital_gap_ev": 8.467,
  "max_force_ha_per_bohr": 0.05957
}

Entry 3:
{
  "formula": "C11H13N2O",
  "method": "wB97M-V/def2-TZVPD",
  "species": ["O", "N", "N", "C", "C", "C", "C", "C", "C", "C", "C", "C", "C", "C", "H", "H", "H", "H", "H", "H", "H", "H", "H", "H", "H", "H", "H"],
  "xyz": [[1.56, 0.53, -0.68], [0.07, 2.45, -0.09], [0.54, 1.41, -0.96], [-0.35, -0.74, -0.20], [1.76, -1.82, -0.52], [-0.06, -2.96, 0.57], [-2.44, 2.51, -0.61], [-1.54, 1.84, 1.72], [1.19, -2.98, 0.01], [-0.91, -1.91, 0.40], [3.23, -1.69, -0.93], [-1.28, 1.87, 0.22], [-0.91, 0.50, -0.31], [1.01, -0.68, -0.51], [-2.02, 3.06, -1.36], [-0.87, 1.06, 2.06], [3.71, -2.66, -1.38], [0.31, 3.29, -0.58], [-3.12, 1.68, -1.02], [-1.37, 2.76, 2.07], [-2.94, 3.07, 0.14], [-0.26, -3.88, 1.05], [-1.94, -2.07, 0.76], [3.93, -1.35, -0.08], [1.71, -3.86, 0.15], [3.51, -0.95, -1.67], [-2.53, 1.53, 1.75]],
  "nbo_charge": [-0.244, -0.463, 0.040, -0.254, -0.062, -0.207, -0.595, -0.563, -0.060, -0.117, -0.670, 0.070, 0.457, 0.406, 0.229, 0.219, 0.251, 0.400, 0.236, 0.238, 0.231, 0.241, 0.259, 0.252, 0.235, 0.250, 0.220],
  "spin_multiplicity": 1,
  "smiles": "Cc1cccc2c3[n+](oc12)NC3(C)C",
  "energy_ev": -16631.633,
  "charge": 1,
  "e_above_lowest_kcal_mol": 153.2,
  "homo_ev": [-12.95, -12.95],
  "orbital_gap_ev": [6.944, 6.947],
  "max_force_ha_per_bohr": 0.12661
}

Entry 4:
{
  "formula": "C3H12N4",
  "method": "wB97M-V/def2-TZVPD",
  "species": ["N", "N", "N", "N", "C", "C", "C", "H", "H", "H", "H", "H", "H", "H", "H", "H", "H", "H", "H"],
  "xyz": [[-0.30, 1.74, 1.39], [-1.63, 1.10, -0.20], [-1.35, 1.03, 1.03], [2.01, 0.82, -1.01], [-1.23, -2.05, 0.62], [0.97, 0.23, -1.85], [-0.34, -1.43, 1.36], [1.13, -0.84, -2.07], [-2.49, 0.56, -0.36], [-1.08, -2.24, -0.43], [0.10, 1.50, 2.28], [-2.17, -2.39, 1.03], [-0.49, -1.24, 2.41], [0.01, 0.36, -1.36], [0.94, 0.77, -2.80], [2.91, 0.77, -1.48], [0.60, -1.09, 0.95], [0.31, 2.13, 0.66], [2.09, 0.29, -0.15]],
  "nbo_charge": [-0.610, -0.488, 0.028, -0.844, -0.391, -0.432, -0.376, 0.158, 0.329, 0.192, 0.380, 0.193, 0.192, 0.221, 0.191, 0.353, 0.179, 0.382, 0.344],
  "spin_multiplicity": 1,
  "smiles": "[H]/N=N/N.C=C.CN",
  "energy_ev": -9263.069,
  "e_above_lowest_kcal_mol": 74.6,
  "homo_ev": -9.18,
  "orbital_gap_ev": 10.227,
  "max_force_ha_per_bohr": 0.02864
}